# 1
Here is a structure of composition C9H21BF4IO2P2Pm at a distorted geometry from OMol25. Energies are from ωB97M-V/def2-TZVPD.

Summary:
⟨S²⟩: 6.007
total charge: +2
E_LUMO (alpha / beta): -8.7 / -8.7 eV
spin multiplicity: 5

```
41
Properties=species:S:1:pos:R:3:forces:R:3
C -1.66095 3.48269 -4.45397 0.4662 -0.0246 0.3693
C -2.05980 2.32432 -3.67598 -3.5954 -3.9508 0.9925
H -2.44163 3.66874 -5.20969 -0.1227 -0.3222 0.1998
H -0.71608 3.23988 -4.99024 -0.3055 0.3198 0.5231
H -1.62242 4.36751 -3.77954 0.3446 -0.4917 -0.3343
O -2.60348 1.40065 -3.22411 3.2566 4.6246 -1.8657
I 1.80992 2.05167 -0.50920 -0.3461 0.0139 -0.2324
Pm 0.47754 -0.23065 0.66664 1.4605 0.2293 0.4432
P -1.31870 1.43073 2.19791 -0.8365 0.7193 1.4943
C -2.53671 0.73537 3.38453 0.0552 -0.4178 -0.3580
C -0.09441 2.12341 3.37986 0.3117 -0.1617 -0.3239
H -0.62917 2.70474 4.14162 0.1524 -0.1081 -0.1990
H -2.38524 3.62255 2.45486 0.0581 -0.2668 -0.2120
H 0.60456 2.76459 2.83047 -0.0474 -0.0353 0.2441
H -1.54028 3.41370 0.88246 -0.2000 0.1352 0.1136
H -2.08009 -0.13632 3.87204 -0.2325 0.1746 -0.0447
H 0.46769 1.31697 3.87078 -0.1245 0.2229 -0.0699
C -2.18109 2.92982 1.62704 0.0966 -0.0816 -0.4442
H -2.84114 1.46444 4.15339 0.1901 -0.1823 -0.4133
H -3.12154 2.62036 1.15443 0.1372 0.2129 0.0872
H -3.41116 0.40941 2.80508 0.0926 0.0082 0.3488
P 1.37834 -2.02018 -1.43028 1.3358 -1.2809 -1.0789
C 1.05675 -3.82479 -1.48366 -0.4803 0.1509 0.3807
C 1.41447 -1.63557 -3.21897 -0.3430 0.4123 0.0592
H 3.58613 -1.03327 -1.20980 0.0770 -0.2326 0.0451
H 3.67310 -2.75495 -1.73293 -0.1411 0.2249 0.1490
H 3.34273 -2.34779 -0.01827 0.0444 0.0740 -0.2954
C 3.18048 -2.04088 -1.05943 -0.1275 0.3276 0.3192
H 1.59289 -0.56027 -3.32427 0.0174 -0.1531 -0.1887
H 2.20654 -2.19349 -3.74028 -0.2741 0.1182 0.2862
H 1.75312 -4.36059 -2.14932 -0.2463 0.3951 0.2048
H 0.02293 -3.96739 -1.82380 0.2384 -0.2423 0.0521
H 0.43863 -1.88990 -3.65076 0.2283 0.0832 -0.0517
H 1.15923 -4.21456 -0.46437 -0.0625 -0.0841 -0.2080
C -1.43030 -1.95047 0.19118 -3.6692 -3.6286 0.7416
O -2.20553 -2.79542 0.32099 3.0452 3.2197 -0.6981
F 2.42638 -0.53989 1.99982 -0.8140 -0.3046 -0.0184
B 1.79905 -1.67103 2.70610 0.8415 -1.2856 0.9708
F 0.37178 -1.25570 2.77826 0.1547 0.2346 -0.2476
F 1.79981 -2.76005 1.79887 -0.1928 1.0825 0.3504
F 2.31766 -1.88844 3.93253 -0.4429 0.2710 -1.0909
```
Forces are in eV/Å.

***

# 2
Here is a structure of composition C9H21BO3PPbS at a distorted geometry from OMol25. Energies are from ωB97M-V/def2-TZVPD.

Summary:
total charge: +1
E_LUMO: -6.7 eV
spin multiplicity: 1

```
37
Properties=species:S:1:pos:R:3:forces:R:3
C 3.93056 -2.02308 -0.20798 0.0824 -0.1683 0.1007
C 4.15505 -0.65276 0.36812 -0.1982 0.0169 -0.1302
O 3.01649 0.14108 0.10235 -0.1534 -0.0948 -0.0554
C 3.22130 1.50254 0.41350 -0.2646 -0.1531 0.0743
C 1.89223 2.24201 0.32682 -0.1161 -0.1740 -0.0765
C 0.92958 1.62986 -0.69294 -0.0718 -0.0688 -0.0150
C -0.04835 0.60767 -0.09346 0.0682 0.2129 -0.1101
C -1.49695 1.08833 0.00859 -0.0606 -0.8265 -0.6322
B -2.49079 -0.17121 0.19978 -0.2560 1.3639 2.2170
P -2.45956 -0.98882 -1.69612 0.9223 -0.3038 0.3209
S -4.28275 -0.81277 -2.66616 -0.7834 -0.0984 -0.5874
O -3.89822 0.10395 0.44798 0.3819 0.0249 -0.6434
C -4.31082 -1.06673 1.12935 0.0230 -0.4712 -0.1163
C -3.15883 -1.28802 2.06670 0.3379 0.2894 -0.4845
O -2.05597 -1.16232 1.14640 -0.0505 0.0183 -0.3471
H 3.07766 -2.50391 0.25985 -0.1909 -0.0310 0.0493
H 3.76760 -1.98142 -1.27906 -0.0432 0.0613 -0.1913
H 4.79861 -2.64759 -0.02173 0.1588 -0.1059 0.0091
H 5.03429 -0.18797 -0.08058 0.2002 0.0787 -0.0285
H 4.30709 -0.71592 1.44631 0.1339 0.0467 0.1975
H 3.61390 1.56838 1.42772 0.2273 0.2056 0.1388
H 3.94762 1.93286 -0.27721 0.2005 0.0438 -0.1158
H 1.41755 2.22510 1.30405 -0.1355 0.1022 0.1702
H 2.07638 3.28052 0.07398 0.1428 0.2122 0.0633
H 1.50121 1.13699 -1.47284 0.1807 0.0300 -0.1689
H 0.36163 2.42196 -1.17764 -0.1073 0.1672 -0.0334
H 0.00009 -0.30511 -0.69617 0.0184 -0.1993 -0.0336
H 0.29333 0.30907 0.89015 0.0690 -0.2000 0.1509
H -1.63952 1.75628 0.85318 -0.0793 0.2134 0.0779
H -1.72083 1.63803 -0.91369 -0.1899 0.3306 0.0161
H -1.54668 -0.29853 -2.49311 0.1290 -0.0800 -0.3361
H -2.05943 -2.32552 -1.85301 -0.1460 -0.0730 -0.5062
H -4.27797 -1.91216 0.42537 -0.3536 -0.2010 -0.0781
H -5.30680 -0.99935 1.54618 -0.1263 0.3231 0.1672
H -3.12582 -2.23751 2.58039 0.0345 -0.1916 0.1100
H -3.09019 -0.43247 2.73398 -0.1256 -0.1418 0.5504
Pb -4.37270 1.12856 -4.12910 0.1415 -0.1589 0.2763
```
Forces are in eV/Å.

***

# 3
Here is a cluster of 4 separate species, C9H21BrO6S in total from OMol25. Energies are from ωB97M-V/def2-TZVPD.

Summary:
SMILES string: C[C@@H](Br)C[C@H]1OC(=O)O[C@H]1S.CO.CO.CO
total charge: 0
E_LUMO: 0.2 eV
spin multiplicity: 1

```
38
Properties=species:S:1:pos:R:3:forces:R:3
C 1.20300 -0.35389 0.72497 -0.0234 -0.1512 0.0946
C 0.40242 -1.47980 0.06280 -0.1047 0.1383 -0.1322
Br -0.25563 -2.73093 1.41839 0.0091 -0.0984 0.0755
C -0.65419 -1.03750 -0.97609 0.0253 -0.0196 0.2784
C -2.15564 -1.00465 -0.74773 -0.1271 0.2617 -0.0950
O -2.71556 -2.27018 -0.40652 0.2375 -0.1948 0.0046
C -3.67926 -2.12969 0.51292 0.0633 0.1222 -0.0894
O -4.28082 -3.01213 1.01948 -0.2226 -0.1206 0.0314
O -3.88899 -0.80548 0.76942 0.0484 0.0326 0.1366
C -2.79932 -0.04016 0.27233 -0.1287 -0.1312 -0.1315
S -1.84301 0.48973 1.71514 0.1148 0.0280 0.1524
H 2.26390 -0.57793 0.65348 0.0753 0.0622 -0.0086
H 0.95290 -0.24121 1.77482 -0.0614 0.0749 0.0305
H 1.01714 0.59896 0.23038 0.0536 0.0234 -0.0435
H 1.09881 -2.10612 -0.48029 0.0503 -0.0464 -0.0736
H -0.40439 -0.02133 -1.28436 0.0951 0.0177 -0.0989
H -0.51622 -1.64264 -1.86987 -0.0159 -0.0736 -0.0470
H -2.57779 -0.73355 -1.72026 -0.0178 0.0017 -0.0525
H -3.19390 0.83563 -0.23499 0.0058 0.0544 0.0456
H -1.28170 1.57384 1.16470 -0.0223 -0.0117 -0.1416
C -1.47587 -0.07248 -4.84014 0.0325 -0.0310 0.0196
O -0.54310 0.45662 -3.90527 -0.0994 0.0698 0.0221
H -1.39304 -1.15601 -4.78725 -0.0108 -0.0011 -0.0105
H -2.50399 0.21038 -4.59800 -0.0032 0.0031 0.0017
H -1.25168 0.24245 -5.86178 0.0042 -0.0043 -0.0044
H -0.58671 1.41636 -3.94413 0.0409 -0.0144 -0.0305
C -0.36966 3.79856 4.08922 0.0442 -0.0125 0.0101
O -0.29643 2.41405 3.78307 -0.0605 0.0599 -0.0767
H 0.64136 4.12417 4.32439 -0.0052 0.0124 0.0009
H -0.73524 4.38798 3.24312 -0.0003 -0.0030 -0.0051
H -1.00684 3.99171 4.95603 0.0034 -0.0028 0.0065
H -1.18727 2.10448 3.59016 -0.0216 -0.0260 0.1262
C 5.92119 -0.80305 -0.02905 -0.0317 0.0070 -0.0127
O 4.62689 -0.85430 0.55451 0.0547 -0.0336 0.0330
H 5.80111 -0.37293 -1.02088 0.0161 -0.0014 -0.0021
H 6.60191 -0.16895 0.54463 0.0013 0.0055 -0.0004
H 6.36176 -1.79789 -0.13278 -0.0007 -0.0040 -0.0037
H 4.70386 -1.23214 1.43544 -0.0185 0.0066 -0.0099
```
Forces are in eV/Å.

***

# 4
Here is a structure of composition C9H21CeINO5P2 at a distorted geometry from OMol25. Energies are from ωB97M-V/def2-TZVPD.

Summary:
⟨S²⟩: 0.761
total charge: +2
E_LUMO (alpha / beta): -8.4 / -11.0 eV
spin multiplicity: 2

```
40
Properties=species:S:1:pos:R:3:forces:R:3
C -0.80681 -4.07331 -4.64509 -0.2933 0.5725 0.9331
C -0.72199 -3.10674 -3.46445 -3.5137 -0.9821 1.0317
H -1.78180 -4.56945 -4.63410 0.1650 0.1399 0.0571
H -0.00553 -4.80194 -4.49533 0.0092 0.1014 -0.4380
H -0.69885 -3.46187 -5.54527 0.2509 -0.3589 -0.0651
O -1.58217 -2.89073 -2.63581 3.2859 0.1506 -1.9171
I 1.28941 -2.18571 -3.56840 0.2782 0.1709 0.0328
Ce 0.82082 -0.43582 -1.02580 1.4226 1.1733 -0.6892
P -1.12196 1.62598 -1.74812 -0.1490 1.9176 -0.4918
C -2.47698 2.56696 -0.94350 -0.2608 -0.3175 0.4172
C 0.16476 2.97751 -1.83934 0.1974 -0.3593 0.1381
H -0.00390 3.55276 -2.76832 0.2018 -0.1609 0.5591
H -1.60606 2.52462 -3.93868 -0.0899 -0.1450 0.0895
H 1.18525 2.54610 -1.82168 -0.4749 0.4926 -0.1911
H -1.06060 0.83407 -4.03789 -0.3156 0.1842 -0.0274
H -2.15489 2.90479 0.05390 -0.1528 -0.1228 -0.3472
H 0.04792 3.62772 -0.95175 0.1010 -0.2431 -0.4837
C -1.69629 1.53594 -3.47830 0.1031 -0.4213 -0.1980
H -2.75271 3.45123 -1.54199 0.2945 -0.3679 0.0860
H -2.74523 1.21262 -3.51516 0.3341 -0.0477 -0.0358
H -3.37246 1.93991 -0.83181 0.2146 0.1616 0.0077
P 0.83021 -2.14381 1.26489 1.0352 -0.5422 1.7412
C 0.02699 -2.28752 2.90043 -0.3959 0.0927 0.1268
C 1.13804 -3.88784 0.83318 -0.0811 -0.1181 -0.4728
H 3.02009 -0.99469 0.95670 0.0150 -0.4106 0.5475
H 3.12519 -2.47914 2.01308 -0.1307 0.6162 -0.0657
H 2.44940 -0.91574 2.65318 0.1150 -0.3532 -0.4319
C 2.53567 -1.57590 1.77006 -0.1214 0.1255 -0.3021
H 1.45998 -3.96784 -0.21486 -0.1128 -0.1804 0.2494
H 1.94359 -4.26544 1.46880 -0.1506 0.0048 -0.0387
H 0.58047 -3.01596 3.51827 -0.1155 0.2837 -0.3299
H -1.00956 -2.63965 2.79672 0.2814 0.1327 0.0488
H 0.23384 -4.48628 1.00015 0.1882 0.1463 -0.1928
H 0.02790 -1.31938 3.42597 -0.0486 -0.3083 -0.2204
C -1.39494 -0.24965 0.58287 -4.7454 -3.0129 0.8215
O -2.39286 -0.59710 1.05846 3.3743 1.4859 -1.5094
O 1.65184 1.54810 1.54270 -3.4348 -2.8842 -2.2393
N 0.56609 1.04282 1.14761 2.0216 6.5146 5.5714
O -0.53617 1.50309 1.61533 2.6855 -1.7440 -1.7548
O 2.33823 0.51689 -1.06454 -1.9875 -1.3865 -0.0164
```
Forces are in eV/Å.

***

| no. | DFT total energy (hartree) |
| --- | --- |
| 1 | -2518.7955 |
| 2 | -1538.2251 |
| 3 | -3779.1073 |
| 4 | -2241.2724 |